Entry 1:
DFT (wB97M-V/def2-TZVPD) results for a molecular structure, C56H77AsBN9PRbS4.

```
150
Properties=species:S:1:pos:R:3:mulliken_charge:R:1
Rb -0.440 -0.188 -1.036 0.745
C -5.163 -2.512 2.008 -1.969
C -5.274 -1.127 2.637 1.283
C -6.739 -0.910 3.044 -1.766
C -4.362 -1.116 3.870 -1.414
N -4.887 0.023 1.775 0.620
C -4.967 1.292 2.333 -0.379
C -4.648 2.177 1.387 -1.805
N -4.377 1.501 0.216 0.477
B -4.235 2.414 -1.047 0.462
N -3.153 3.485 -0.777 0.306
C -3.285 4.708 -1.390 -1.713
C -2.262 5.484 -1.013 -0.075
N -1.483 4.755 -0.120 0.753
C -2.021 3.487 -0.023 -1.657
S -1.436 2.161 0.847 0.936
C -0.196 5.330 0.355 1.410
C 0.271 4.809 1.715 -0.821
C 0.858 5.028 -0.715 -1.321
C -0.388 6.843 0.522 -2.041
N -4.046 1.734 -2.435 0.447
C -5.166 1.180 -3.015 -1.583
C -4.840 0.713 -4.223 -0.378
N -3.484 0.966 -4.424 0.609
C -3.007 1.637 -3.311 -0.116
S -1.470 2.301 -3.077 -0.063
C -2.919 0.625 -5.757 1.519
C -3.603 1.531 -6.788 -1.802
C -1.408 0.783 -5.902 -2.228
C -3.253 -0.847 -6.034 -1.554
C -4.515 0.163 0.448 0.222
S -4.216 -1.054 -0.684 -0.268
H -5.436 -3.243 2.774 0.552
H -4.148 -2.710 1.683 0.304
H -5.829 -2.622 1.159 0.462
H -7.122 -1.797 3.551 0.441
H -7.345 -0.738 2.154 0.365
H -6.855 -0.057 3.715 0.393
H -4.726 -1.844 4.596 0.508
H -4.336 -0.139 4.354 0.392
H -3.345 -1.384 3.580 0.184
H -5.250 1.461 3.356 0.593
H -4.568 3.248 1.450 0.663
H -5.285 3.010 -1.147 -0.193
H -4.102 4.911 -2.059 0.609
H -2.022 6.488 -1.307 0.457
H 0.427 3.740 1.699 -0.640
H -0.470 5.021 2.488 0.374
H 1.204 5.315 1.975 0.588
H 1.012 3.950 -0.787 0.111
H 1.806 5.510 -0.465 0.436
H 0.524 5.387 -1.690 0.381
H -1.290 7.045 1.102 0.441
H -0.459 7.366 -0.432 0.440
H 0.465 7.251 1.064 0.469
H -6.109 1.158 -2.501 0.628
H -5.451 0.192 -4.935 0.562
H -3.427 2.577 -6.533 0.353
H -4.680 1.359 -6.812 0.391
H -3.201 1.343 -7.785 0.457
H -1.104 1.818 -5.803 0.474
H -1.126 0.420 -6.894 0.606
H -0.875 0.206 -5.147 0.290
H -4.324 -1.011 -6.151 0.428
H -2.899 -1.472 -5.212 0.212
H -2.763 -1.167 -6.954 0.480
C 1.296 -3.430 -2.514 -0.482
C -0.028 -3.706 -3.238 -1.058
N -1.044 -2.740 -2.845 0.889
C -2.371 -3.258 -2.575 -0.566
C -2.495 -3.957 -1.213 -1.121
S -1.774 -3.023 0.172 0.125
C -0.389 -4.072 0.723 -0.229
C 0.626 -4.441 -0.357 -0.642
N 1.082 -3.272 -1.085 1.107
H 2.011 -4.233 -2.764 0.377
H 1.701 -2.486 -2.883 -0.094
H 0.156 -3.699 -4.319 0.488
H -0.375 -4.711 -2.985 0.352
H -1.090 -1.994 -3.527 -0.249
H -3.064 -2.418 -2.575 -0.016
H -2.711 -3.972 -3.344 0.273
H -3.556 -4.072 -0.991 0.602
H -2.034 -4.946 -1.212 0.605
H 0.082 -3.456 1.491 -0.704
H -0.786 -4.975 1.191 0.620
H 1.452 -4.986 0.123 0.275
H 0.156 -5.137 -1.051 0.272
H 1.905 -2.878 -0.649 -0.517
C 2.888 -1.436 2.440 -0.344
C 2.367 -2.325 3.558 -1.472
As 3.786 -3.307 4.564 0.200
C 4.876 -1.800 5.164 0.143
C 4.332 -0.550 5.439 -0.209
C 5.135 0.487 5.892 -0.503
C 6.492 0.282 6.091 -0.637
C 7.038 -0.974 5.864 -0.474
C 6.233 -2.007 5.412 -0.420
C 4.760 -3.825 2.933 -0.242
C 5.789 -3.100 2.342 0.314
C 6.254 -3.437 1.078 -0.713
C 5.690 -4.500 0.386 -0.489
C 4.673 -5.239 0.973 -0.646
C 4.220 -4.907 2.241 -0.239
P 1.552 -0.516 1.511 0.621
C 0.944 0.510 2.901 1.922
C -0.383 0.308 3.277 -1.297
C -0.897 0.919 4.410 0.066
C -0.088 1.731 5.188 -0.873
C 1.234 1.945 4.818 -1.132
C 1.748 1.339 3.683 -0.606
C 2.751 0.538 0.592 1.082
C 3.633 -0.125 -0.263 -0.652
C 4.618 0.568 -0.946 -0.946
C 4.732 1.942 -0.791 -0.953
C 3.838 2.616 0.026 -0.689
C 2.846 1.922 0.705 0.023
H 3.401 -2.047 1.697 -0.002
H 3.608 -0.705 2.815 0.528
H 1.708 -3.096 3.150 0.094
H 1.773 -1.751 4.273 0.601
H 3.272 -0.375 5.298 0.458
H 4.699 1.458 6.091 0.427
H 7.122 1.095 6.429 0.384
H 8.092 -1.148 6.040 0.396
H 6.660 -2.990 5.245 0.428
H 6.220 -2.251 2.855 0.357
H 7.048 -2.855 0.625 0.429
H 6.043 -4.751 -0.606 0.397
H 4.234 -6.074 0.440 0.416
H 3.425 -5.486 2.701 0.380
H -1.018 -0.322 2.664 0.449
H -1.934 0.765 4.681 0.263
H -0.479 2.199 6.082 0.398
H 1.871 2.576 5.427 0.469
H 2.782 1.514 3.410 0.617
H 3.558 -1.200 -0.391 0.001
H 5.295 0.032 -1.601 0.540
H 5.509 2.487 -1.313 0.398
H 3.913 3.690 0.145 0.467
H 2.141 2.460 1.322 -0.112
C 2.357 1.118 -6.244 -1.058
C 3.314 0.810 -5.083 -0.359
C 2.567 0.370 -3.915 0.100
N 1.954 0.010 -3.014 -0.153
H 2.910 1.531 -7.087 0.410
H 1.606 1.841 -5.931 0.255
H 1.849 0.211 -6.570 0.294
H 3.887 1.697 -4.811 0.276
H 4.020 0.024 -5.356 0.273
```

The value obtained for the orbital gap is 6.42 eV. The HOMO energy is -6.39 eV. The energy above the lowest of the compared OMol25 structures with the same formula, charge and spin is 27.4 kcal/mol. The calculation puts the maximum force at 0.01578 Eh/bohr. As for the spin multiplicity: 1.

---

Entry 2:
DFT (wB97M-V/def2-TZVPD) results for 2 unconnected molecules or ions with the total composition C5H14.

```
19
Properties=species:S:1:pos:R:3:mulliken_charge:R:1
C 1.072 0.412 2.484 -1.082
C -0.178 1.252 2.175 -0.182
C -1.167 0.404 1.362 -0.891
H 1.626 0.201 1.567 0.268
H 0.802 -0.577 2.857 0.310
H 1.707 0.929 3.200 0.312
H -0.668 1.537 3.106 0.285
H 0.129 2.131 1.626 0.262
H -0.722 0.137 0.402 0.081
H -1.409 -0.526 1.879 0.321
H -2.100 0.939 1.184 0.315
C -0.516 -0.511 -3.015 -0.819
C 0.760 -1.104 -2.372 -0.593
H -1.235 -1.326 -3.123 0.252
H -1.081 0.286 -2.538 0.280
H -0.259 -0.232 -4.036 0.281
H 1.616 -0.936 -3.022 0.283
H 0.601 -2.184 -2.376 0.231
H 1.021 -0.833 -1.360 0.083
```

The value obtained for the orbital gap is 12.69 eV. The HOMO energy is -11.56 eV. The energy above the lowest of the compared OMol25 structures with the same formula, charge and spin is 7.1 kcal/mol. The calculation puts the maximum force at 0.02640 Eh/bohr. As for the spin multiplicity: 1.

---

Entry 3:
DFT (wB97M-V/def2-TZVPD) results for a molecular structure, C29H36Cl2N4O2P2W.

```
76
Properties=species:S:1:pos:R:3:lowdin_spin:R:1
W 1.194 -1.014 -0.648 1.878
C 2.618 2.747 -2.621 -0.001
C 1.575 3.302 -2.002 -0.001
C 0.298 3.652 -2.703 0.001
C -0.248 2.618 -3.725 0.001
C 0.047 1.137 -3.486 0.010
C 1.204 0.555 -3.843 0.018
C 2.185 1.305 -4.703 0.001
C 2.730 2.623 -4.118 0.000
C 0.511 -2.405 1.100 -0.013
H 3.500 2.418 -2.061 0.000
H 1.663 3.682 -0.979 0.000
H 0.413 4.618 -3.238 0.000
H -0.482 3.841 -1.952 0.000
H -1.349 2.732 -3.718 0.000
H 0.067 2.936 -4.734 0.000
H -0.834 0.528 -3.239 0.001
H 1.421 -0.495 -3.609 0.011
H 1.720 1.560 -5.670 0.001
H 3.043 0.669 -4.936 0.000
H 3.801 2.699 -4.377 0.000
H 2.238 3.473 -4.614 0.000
H 1.576 -2.563 1.341 0.013
H 0.100 -3.406 0.874 0.001
H 0.068 -2.127 2.068 0.001
P -1.138 -1.289 -0.232 0.036
P -0.698 0.275 1.881 -0.002
N -1.051 -2.495 -1.635 0.021
N -2.919 -2.057 0.214 0.012
N 1.002 0.479 1.128 0.029
N -0.329 1.422 3.217 -0.002
C -1.675 0.392 -0.661 0.015
C -1.515 1.291 0.595 0.000
C 0.318 -2.963 -1.742 0.033
C 0.398 -3.657 -2.974 0.000
C -0.808 -3.463 -3.655 0.005
C -1.676 -2.722 -2.825 -0.012
C -3.200 -3.386 0.500 -0.001
C -4.576 -3.569 0.715 0.001
C -5.181 -2.298 0.532 -0.002
C -4.142 -1.405 0.221 0.003
C 2.055 -0.500 1.223 0.007
C 3.105 -0.053 0.328 0.020
C 2.844 1.334 0.181 0.036
C 1.582 1.622 0.672 -0.033
C 0.213 2.691 3.371 -0.002
C 0.015 3.112 4.687 -0.003
C -0.643 2.045 5.377 0.000
C -0.830 1.017 4.462 -0.002
H -2.707 0.357 -1.044 0.002
H -1.024 0.763 -1.461 0.009
H -0.983 2.211 0.322 0.000
H -2.497 1.593 1.008 0.000
H 0.835 -3.358 -0.871 0.012
H 1.241 -4.280 -3.222 0.000
H -1.042 -3.832 -4.646 0.001
H -2.702 -2.439 -3.023 -0.001
H -2.413 -4.122 0.551 0.000
H -5.083 -4.498 0.987 0.000
H -6.231 -2.038 0.622 0.000
H -4.207 -0.350 0.014 0.000
H 2.261 -1.026 2.152 0.002
H 4.048 -0.566 0.169 0.006
H 3.528 2.090 -0.177 0.003
H 1.040 2.550 0.713 -0.001
H 0.717 3.192 2.562 0.000
H 0.287 4.072 5.111 0.000
H -0.935 2.010 6.414 0.000
H -1.248 0.029 4.570 0.001
Cl 2.258 -3.286 6.317 -0.006
C 1.071 -1.979 6.229 -0.017
Cl 1.786 -0.406 6.683 -0.007
C 0.636 -1.823 4.706 -0.009
O -0.601 -2.042 4.550 -0.054
O 1.576 -1.536 3.936 -0.020
H 0.183 -2.193 6.844 0.000
```

The value obtained for the orbital gap (spin up / spin down) is 3.11 / 4.12 eV. The charge is +2. The HOMO energy (spin up / spin down) is -12.70 / -13.11 eV. The energy above the lowest of the compared OMol25 structures with the same formula, charge and spin is 35.0 kcal/mol. The calculation puts the maximum force at 0.10922 Eh/bohr. As for the spin multiplicity: 3.

---

Entry 4:
DFT (wB97M-V/def2-TZVPD) results for a single C2H6N2OS molecule.

```
12
Properties=species:S:1:pos:R:3:mulliken_charge:R:1
C -1.187 -0.563 -0.301 -0.424
C -0.562 0.784 -0.579 -0.665
N 1.778 1.078 0.719 -0.539
N -0.298 -1.462 0.456 -0.220
O 0.973 -1.430 -0.065 -0.323
S 1.504 0.191 -0.464 0.352
H -2.056 -0.389 0.266 0.346
H -1.446 -1.015 -1.336 0.235
H -0.561 1.391 -1.531 0.395
H -0.606 1.245 0.407 0.312
H 2.736 1.389 0.968 0.254
H -0.276 -1.220 1.461 0.278
```

The value obtained for the orbital gap is 9.64 eV. The HOMO energy is -8.87 eV. The energy above the lowest of the compared OMol25 structures with the same formula, charge and spin is 112.7 kcal/mol. The calculation puts the maximum force at 0.07338 Eh/bohr. As for the spin multiplicity: 1.